{"formula": "C25H38CrF7N2O2PS2SbSi", "method": "the ωB97M-V functional and the def2-TZVPD basis", "lumo_ev": [-0.891, -2.687], "orbital_gap_ev": [5.65, 5.51], "charge": 0, "energy_ev": -126441.1593, "homo_energy_ev": [-6.537, -8.197], "spin_multiplicity": 6, "e_above_lowest_kcal_mol": 29.2, "fmax_ev_per_a": 0.4, "elements": ["Cr", "C", "Si", "C", "C", "N", "C", "C", "C", "C", "C", "C", "F", "H", "H", "H", "H", "H", "H", "H", "H", "H", "H", "H", "H", "H", "C", "C", "C", "Sb", "C", "C", "C", "C", "C", "C", "H", "H", "H", "H", "H", "H", "H", "H", "H", "H", "H", "H", "H", "H", "H", "H", "H", "H", "H", "H", "H", "F", "P", "F", "F", "F", "F", "F", "O", "S", "O", "N", "C", "S", "C", "C", "C", "C", "C", "C", "H", "H", "H", "H"], "positions_angstrom": [[1.226, -0.191, -0.057], [2.727, -3.941, -1.295], [3.491, -2.262, -0.987], [3.436, -1.272, -2.560], [5.288, -2.409, -0.472], [2.611, -1.424, 0.314], [2.760, -1.795, 1.649], [3.353, -2.985, 2.098], [3.504, -3.258, 3.448], [3.060, -2.370, 4.417], [2.453, -1.189, 4.014], [2.328, -0.951, 2.670], [1.709, 0.216, 2.272], [3.375, -4.527, -1.952], [1.769, -3.816, -1.804], [2.561, -4.518, -0.384], [3.763, -1.938, -3.364], [4.117, -0.424, -2.520], [2.450, -0.912, -2.844], [5.906, -2.455, -1.373], [5.509, -3.295, 0.122], [5.597, -1.528, 0.094], [3.698, -3.705, 1.372], [3.973, -4.187, 3.745], [3.178, -2.592, 5.468], [2.084, -0.458, 4.721], [-4.459, 2.041, 0.378], [-3.491, 0.873, 0.559], [-3.806, 0.106, 1.837], [-1.417, 1.501, 0.481], [-1.346, 2.923, -1.204], [-2.085, 2.321, -2.389], [-1.831, 4.304, -0.787], [-1.058, 2.524, 2.357], [0.254, 3.299, 2.274], [-2.217, 3.408, 2.803], [-5.480, 1.650, 0.368], [-4.309, 2.580, -0.553], [-4.395, 2.758, 1.198], [-3.573, 0.199, -0.297], [-3.706, 0.738, 2.722], [-3.166, -0.763, 1.973], [-4.844, -0.239, 1.798], [-0.283, 2.958, -1.421], [-3.154, 2.206, -2.209], [-1.668, 1.360, -2.686], [-1.971, 2.992, -3.245], [-2.875, 4.307, -0.469], [-1.750, 4.972, -1.650], [-1.222, 4.731, 0.010], [-0.943, 1.695, 3.061], [0.218, 4.087, 1.520], [1.104, 2.662, 2.041], [0.451, 3.779, 3.237], [-2.432, 4.196, 2.081], [-1.945, 3.894, 3.744], [-3.133, 2.842, 2.980], [1.999, 1.113, -1.377], [3.071, 2.410, -0.807], [3.261, 2.826, -2.315], [3.978, 3.548, -0.208], [4.267, 1.368, -0.896], [1.746, 3.318, -0.704], [2.698, 1.805, 0.669], [-0.379, -0.219, -3.718], [-0.319, -1.424, -2.938], [0.521, -2.480, -3.425], [0.025, -1.062, -1.357], [-0.989, -1.482, -0.518], [-0.593, -1.199, 1.173], [-2.106, -2.054, -1.153], [-3.301, -2.579, -0.629], [-4.255, -3.049, -1.507], [-4.058, -3.017, -2.894], [-2.873, -2.519, -3.425], [-1.919, -2.050, -2.549], [-3.458, -2.614, 0.442], [-5.179, -3.457, -1.117], [-4.827, -3.393, -3.555], [-2.701, -2.504, -4.494]], "atomic_forces_ev_per_a": [[0.3, -0.2, -0.1], [0.0, 0.0, 0.0], [0.0, 0.0, 0.0], [0.0, 0.0, 0.0], [0.0, 0.0, 0.0], [-0.1, 0.1, 0.0], [0.0, 0.0, 0.0], [0.0, 0.0, 0.0], [0.0, 0.0, 0.0], [0.0, 0.0, 0.0], [0.0, 0.0, 0.0], [0.0, 0.0, 0.0], [0.0, 0.0, 0.0], [0.0, 0.0, 0.0], [0.0, 0.0, 0.0], [0.0, 0.0, 0.0], [0.0, 0.0, 0.0], [0.0, 0.0, 0.0], [0.0, 0.0, 0.0], [0.0, 0.0, 0.0], [0.0, 0.0, 0.0], [0.0, 0.0, 0.0], [0.0, 0.0, 0.0], [0.0, 0.0, 0.0], [0.0, 0.0, 0.0], [0.0, 0.0, 0.0], [0.0, 0.0, 0.0], [0.1, 0.1, 0.0], [0.0, 0.0, 0.0], [-0.2, 0.1, 0.0], [0.0, -0.1, 0.1], [0.0, 0.0, 0.0], [0.0, 0.0, 0.0], [0.1, 0.0, -0.1], [0.0, 0.0, 0.0], [0.0, 0.0, 0.0], [0.0, 0.0, 0.0], [0.0, 0.0, 0.0], [0.0, 0.0, 0.0], [0.0, 0.0, 0.0], [0.0, 0.0, 0.0], [0.0, 0.0, 0.0], [0.0, 0.0, 0.0], [0.0, 0.0, 0.0], [0.0, 0.0, 0.0], [0.0, 0.0, 0.0], [0.0, 0.0, 0.0], [0.0, 0.0, 0.0], [0.0, 0.0, 0.0], [0.0, 0.0, 0.0], [0.0, 0.0, 0.0], [0.0, 0.0, 0.0], [0.0, 0.0, 0.0], [0.0, 0.0, 0.0], [0.0, 0.0, 0.0], [0.0, 0.0, 0.0], [0.0, 0.0, 0.0], [0.0, 0.0, 0.0], [0.1, -0.1, 0.1], [0.0, 0.0, 0.0], [0.0, 0.0, 0.0], [0.0, 0.0, 0.0], [-0.1, 0.0, 0.0], [0.0, 0.0, -0.1], [0.0, 0.0, 0.0], [0.0, 0.0, 0.0], [0.0, 0.0, 0.0], [0.0, 0.0, 0.1], [0.0, 0.0, 0.0], [0.0, 0.0, 0.0], [0.0, 0.0, 0.0], [0.0, 0.0, 0.0], [0.0, 0.0, 0.0], [0.0, 0.0, 0.0], [0.0, 0.0, 0.0], [0.0, 0.0, 0.0], [0.0, 0.0, 0.0], [0.0, 0.0, 0.0], [0.0, 0.0, 0.0], [0.0, 0.0, 0.0]], "lowdin_spin": [2.986, 0.002, 0.008, 0.002, 0.000, 0.018, 0.009, 0.003, 0.000, 0.004, 0.000, 0.006, 0.018, 0.000, 0.000, 0.000, 0.000, 0.000, 0.001, 0.000, 0.000, 0.000, 0.000, 0.000, 0.000, 0.000, 0.007, 0.012, -0.002, 0.335, 0.137, 0.008, 0.034, 0.035, 0.003, 0.013, 0.001, 0.000, 0.000, 0.003, 0.000, -0.001, 0.000, 0.000, 0.000, 0.001, 0.004, 0.001, 0.011, 0.001, -0.001, 0.000, 0.002, 0.000, 0.000, 0.004, 0.000, 0.033, 0.003, 0.000, 0.000, 0.001, 0.001, 0.015, 0.025, 0.025, 0.025, 0.134, 0.373, 0.350, 0.047, 0.090, -0.006, 0.117, -0.010, 0.103, 0.005, -0.003, 0.007, -0.003]}

---

{"formula": "C4H4Cl4F12NO4PS2V", "method": "the ωB97M-V functional and the def2-TZVPD basis", "lumo_ev": [-4.669, -10.948], "orbital_gap_ev": [8.42, 2.34], "charge": 1, "energy_ev": -153230.9273, "homo_energy_ev": [-13.086, -13.285], "spin_multiplicity": 5, "fmax_ev_per_a": 8.7, "elements": ["V", "P", "F", "F", "F", "F", "F", "F", "C", "F", "F", "F", "S", "O", "O", "N", "S", "O", "O", "C", "F", "F", "F", "C", "Cl", "Cl", "H", "H", "C", "Cl", "Cl", "H", "H"], "positions_angstrom": [[1.389, -0.348, 0.388], [-0.510, -0.278, -1.704], [0.701, -1.349, -1.650], [-0.219, 0.094, -3.246], [-1.688, -1.318, -2.199], [-1.664, 0.859, -1.487], [-0.715, -0.720, -0.169], [0.635, 0.753, -1.189], [-0.458, -2.601, 3.296], [-0.692, -3.879, 3.596], [-1.468, -2.193, 2.580], [-0.342, -1.917, 4.350], [1.213, -2.605, 2.263], [2.021, -3.648, 2.841], [0.889, -2.690, 0.836], [1.783, -1.017, 2.276], [2.763, -1.050, 3.493], [2.349, -1.622, 4.740], [4.137, -1.437, 3.108], [2.946, 0.849, 3.947], [3.943, 0.888, 4.852], [3.301, 1.678, 2.983], [1.764, 1.282, 4.489], [-3.738, 0.801, -4.165], [-4.895, -0.248, -3.305], [-4.122, 2.542, -4.070], [-2.746, 0.657, -3.738], [-3.659, 0.436, -5.189], [-0.628, 3.492, -3.563], [0.280, 4.386, -2.372], [-1.072, 4.463, -4.994], [0.049, 2.678, -3.823], [-1.550, 3.061, -3.172]], "atomic_forces_ev_per_a": [[-0.2, -1.7, 0.8], [-3.7, -1.9, -2.6], [0.1, -0.7, -1.3], [0.0, 0.4, 1.1], [1.8, 0.8, 0.7], [1.2, -0.1, -0.6], [-0.3, 0.4, 1.7], [0.7, 2.2, -0.1], [0.4, -2.3, -1.3], [0.5, 0.1, -0.1], [-0.4, 0.8, -1.0], [0.4, 1.5, 1.9], [-0.8, -1.9, -0.8], [-0.9, 1.6, -0.7], [0.0, 0.7, 0.0], [-1.8, -1.8, 0.2], [7.6, 2.4, 3.7], [-1.3, 0.3, -0.9], [-2.8, 0.9, -0.3], [-0.2, -1.0, 1.4], [-1.2, -0.1, -0.4], [-0.4, -0.1, -0.9], [1.3, -0.4, -0.5], [-1.1, -0.2, 0.8], [0.9, 0.8, -0.6], [0.5, -1.1, -0.1], [0.2, 0.0, 0.4], [-0.2, 0.3, -0.3], [0.6, 0.8, -0.6], [-0.4, 0.0, 0.1], [0.3, -0.7, 0.7], [-0.2, -0.3, -0.5], [-0.3, 0.0, 0.3]], "lowdin_spin": [2.858, 0.004, 0.029, 0.002, 0.001, 0.002, 0.011, 0.029, 0.002, 0.001, 0.001, 0.000, 0.008, 0.005, 0.008, 0.030, 0.005, -0.001, 0.004, 0.001, 0.000, 0.002, 0.000, 0.072, 0.167, 0.289, 0.033, 0.027, 0.060, 0.118, 0.184, 0.024, 0.024]}